(1)
{"formula": "C23H20N2O7S", "method": "the ωB97M-V functional and the def2-TZVPD basis", "total_charge": 0, "total_energy_ha": -1922.8311, "e_lumo_ev": 0.423, "multiplicity": 1, "smiles": "O=C(NCc1ccc2c(c1)OCO2)c1ccc(NS(=O)(=O)c2ccc3c(c2)OCCO3)cc1", "gap_ev": 8.99, "species": ["O", "C", "N", "H", "C", "C", "C", "C", "C", "C", "C", "H", "O", "C", "O", "H", "H", "H", "H", "H", "H", "C", "C", "C", "C", "C", "C", "H", "H", "N", "H", "S", "O", "O", "C", "C", "C", "C", "C", "C", "H", "H", "O", "C", "C", "H", "O", "H", "H", "H", "H", "H", "H"], "xyz": [[-0.637, -2.863, -1.729], [-0.192, -2.579, -0.633], [-0.968, -2.565, 0.483], [-0.609, -2.156, 1.330], [-2.393, -2.830, 0.427], [-3.183, -1.546, 0.400], [-3.732, -1.026, 1.561], [-4.419, 0.187, 1.572], [-4.522, 0.854, 0.377], [-3.965, 0.339, -0.796], [-3.293, -0.856, -0.812], [-2.864, -1.254, -1.717], [-4.192, 1.215, -1.826], [-4.962, 2.265, -1.281], [-5.115, 2.060, 0.108], [-5.954, 2.286, -1.762], [-4.454, 3.225, -1.457], [-4.849, 0.587, 2.474], [-3.635, -1.574, 2.486], [-2.672, -3.439, 1.291], [-2.562, -3.397, -0.492], [1.234, -2.214, -0.411], [1.942, -1.668, -1.481], [3.243, -1.242, -1.325], [3.868, -1.357, -0.085], [3.195, -1.980, 0.964], [1.891, -2.403, 0.802], [1.394, -2.893, 1.626], [3.695, -2.117, 1.912], [5.130, -0.797, 0.091], [5.548, -0.971, 0.994], [5.301, 0.845, -0.324], [6.325, 1.334, 0.547], [5.475, 0.962, -1.735], [3.681, 1.439, 0.145], [2.739, 1.622, -0.844], [1.402, 1.777, -0.500], [1.037, 1.769, 0.855], [2.011, 1.609, 1.837], [3.333, 1.424, 1.483], [4.099, 1.280, 2.228], [1.700, 1.616, 2.868], [-0.260, 1.907, 1.254], [-1.131, 2.351, 0.231], [-0.837, 1.606, -1.069], [-1.500, 1.923, -1.874], [0.480, 1.887, -1.496], [-0.953, 0.527, -0.904], [-2.142, 2.155, 0.589], [-0.994, 3.429, 0.072], [3.032, 1.627, -1.880], [3.793, -0.803, -2.142], [1.441, -1.573, -2.433]], "forces_ev_per_a": [[-0.08, 0.03, -0.36], [0.03, -0.03, 0.33], [-0.02, -0.11, 0.26], [0.07, 0.03, -0.12], [-0.04, 0.01, -0.10], [-0.04, -0.10, 0.16], [0.08, -0.18, -0.13], [-0.14, 0.39, -0.22], [0.23, -0.34, -0.34], [-0.19, 0.06, 0.56], [-0.21, 0.29, -0.15], [0.10, -0.08, -0.16], [0.31, -0.42, -0.01], [-0.53, 0.95, -0.64], [0.09, -0.20, 0.45], [0.23, -0.09, 0.14], [-0.06, -0.24, 0.07], [-0.06, 0.06, 0.13], [0.02, -0.10, 0.10], [-0.03, 0.02, -0.11], [-0.03, -0.02, 0.20], [0.31, 0.04, -0.16], [-0.17, -0.10, 0.13], [0.04, -0.29, 0.12], [-0.73, -0.53, -0.30], [0.23, 0.09, -0.08], [-0.09, 0.00, -0.15], [-0.05, -0.04, 0.07], [0.04, 0.03, 0.13], [0.61, 0.68, -0.15], [0.08, 0.12, 0.09], [-0.11, -0.16, 0.53], [-0.11, -0.04, 0.25], [-0.36, -0.08, -0.14], [0.60, 0.00, -0.35], [-0.28, 0.28, 0.01], [0.11, -0.06, 0.25], [0.02, 0.05, -0.17], [0.01, -0.02, -0.17], [-0.06, 0.14, 0.18], [0.05, -0.05, 0.18], [-0.03, 0.01, 0.14], [0.41, -0.14, 0.19], [-0.18, 0.03, -0.56], [-0.40, -0.02, 0.42], [-0.01, -0.04, 0.10], [0.39, 0.14, -0.11], [0.01, 0.10, -0.04], [0.05, 0.03, -0.09], [-0.04, -0.09, 0.04], [-0.03, -0.07, -0.19], [0.01, 0.03, -0.15], [-0.05, 0.01, -0.09]], "nbo_charge": [-0.6291, 0.6614, -0.6075, 0.3974, -0.2462, -0.0312, -0.2123, -0.2571, 0.2159, 0.2952, -0.2904, 0.2505, -0.4943, 0.2348, -0.4796, 0.1601, 0.1599, 0.2316, 0.2125, 0.2036, 0.2435, -0.1696, -0.1590, -0.2004, 0.1497, -0.2530, -0.1690, 0.2128, 0.2134, -0.8359, 0.4098, 2.3126, -0.9315, -0.9217, -0.3492, -0.2296, 0.2834, 0.2377, -0.2304, -0.2058, 0.2350, 0.2309, -0.4788, -0.1014, -0.1059, 0.2130, -0.4888, 0.1894, 0.2094, 0.1824, 0.2567, 0.2362, 0.2389]}

(2)
{"formula": "C27H26N2O3", "method": "the ωB97M-V functional and the def2-TZVPD basis", "total_charge": 0, "total_energy_ha": -1379.7164, "e_lumo_ev": 0.039, "multiplicity": 1, "smiles": "CCN(Cc1ccccc1)C(=O)c1cc(-c2ccc(OC)c(OC)c2)nc2ccccc12", "gap_ev": 7.86, "species": ["C", "H", "H", "H", "C", "N", "C", "O", "C", "C", "C", "N", "C", "C", "C", "C", "C", "C", "H", "H", "H", "H", "C", "C", "C", "C", "C", "C", "H", "O", "C", "H", "H", "H", "O", "C", "H", "H", "H", "H", "H", "H", "C", "C", "C", "C", "C", "C", "C", "H", "H", "H", "H", "H", "H", "H", "H", "H"], "xyz": [[4.476, -2.160, -0.210], [4.474, -1.634, 0.741], [4.281, -1.450, -1.009], [5.458, -2.599, -0.367], [3.415, -3.256, -0.235], [2.070, -2.737, -0.048], [1.457, -2.186, -1.121], [1.982, -2.136, -2.219], [0.080, -1.629, -0.905], [-0.102, -0.273, -0.871], [-1.404, 0.258, -0.692], [-2.455, -0.518, -0.553], [-2.314, -1.852, -0.626], [-3.466, -2.659, -0.512], [-3.367, -4.020, -0.594], [-2.121, -4.636, -0.793], [-0.984, -3.883, -0.899], [-1.052, -2.480, -0.816], [-0.023, -4.351, -1.063], [-2.067, -5.712, -0.864], [-4.251, -4.635, -0.513], [-4.414, -2.166, -0.370], [-1.634, 1.703, -0.617], [-2.740, 2.183, 0.070], [-2.979, 3.543, 0.165], [-2.124, 4.454, -0.435], [-1.004, 3.975, -1.156], [-0.772, 2.616, -1.233], [0.065, 2.248, -1.804], [-0.228, 4.936, -1.731], [0.889, 4.532, -2.482], [0.599, 3.908, -3.334], [1.342, 5.452, -2.849], [1.617, 3.992, -1.867], [-2.265, 5.805, -0.403], [-3.373, 6.346, 0.272], [-3.359, 6.092, 1.338], [-4.317, 6.011, -0.169], [-3.286, 7.425, 0.160], [-3.842, 3.885, 0.713], [-3.410, 1.477, 0.534], [0.750, 0.384, -0.952], [1.517, -2.769, 1.292], [2.235, -1.820, 2.220], [3.160, -2.286, 3.145], [3.841, -1.402, 3.964], [3.604, -0.042, 3.867], [2.676, 0.430, 2.953], [1.995, -0.453, 2.136], [1.266, -0.085, 1.429], [2.482, 1.490, 2.878], [4.137, 0.648, 4.503], [4.559, -1.777, 4.679], [3.349, -3.347, 3.226], [1.596, -3.794, 1.674], [0.460, -2.502, 1.243], [3.606, -3.994, 0.547], [3.441, -3.751, -1.210]], "forces_ev_per_a": [[-0.14, -0.10, 0.02], [0.06, 0.04, 0.05], [0.02, 0.07, -0.07], [0.14, -0.01, -0.02], [0.29, 0.06, -0.28], [-0.05, -0.17, -0.02], [-0.03, -0.04, 0.17], [0.04, 0.08, -0.24], [-0.30, 0.39, -0.25], [0.05, -0.42, 0.00], [-0.09, -0.54, 0.01], [-0.11, 0.56, -0.04], [0.50, -0.51, -0.04], [-0.04, -0.22, -0.02], [-0.19, 0.20, 0.04], [0.32, -0.08, -0.03], [-0.07, -0.19, 0.00], [-0.25, 0.35, 0.06], [0.07, -0.09, -0.01], [0.03, -0.08, -0.01], [-0.08, -0.02, 0.01], [-0.09, 0.06, 0.02], [-0.29, 0.54, 0.17], [0.27, -0.23, -0.12], [0.03, 0.34, -0.05], [0.12, 0.06, -0.10], [-0.03, 0.25, 0.04], [0.01, 0.08, 0.00], [0.12, 0.01, -0.07], [-0.36, -0.03, 0.23], [0.18, -0.08, -0.12], [0.01, 0.01, 0.04], [0.01, -0.09, 0.00], [-0.04, 0.00, -0.02], [0.29, -0.31, -0.18], [-0.21, 0.08, 0.13], [-0.01, 0.00, -0.05], [0.04, 0.00, 0.02], [-0.05, -0.07, 0.03], [-0.06, 0.08, 0.05], [-0.07, -0.05, 0.04], [0.08, 0.06, -0.01], [-0.12, 0.07, 0.17], [-0.02, -0.09, 0.16], [-0.14, 0.00, -0.07], [0.09, 0.02, 0.07], [0.08, 0.01, 0.06], [-0.03, 0.08, -0.05], [0.01, -0.06, 0.03], [-0.08, 0.05, -0.07], [-0.02, 0.09, 0.00], [0.04, 0.06, 0.06], [0.06, -0.02, 0.06], [0.01, -0.13, -0.01], [-0.08, 0.10, -0.02], [0.13, -0.13, 0.06], [-0.07, -0.01, -0.03], [0.01, -0.05, 0.18]], "nbo_charge": [-0.6189, 0.2119, 0.2232, 0.2112, -0.2178, -0.4238, 0.6537, -0.6128, -0.0538, -0.1975, 0.2122, -0.4430, 0.2403, -0.2029, -0.2045, -0.2124, -0.1822, -0.1305, 0.2176, 0.2155, 0.2156, 0.2232, -0.1079, -0.1687, -0.2962, 0.2803, 0.2582, -0.2419, 0.2142, -0.4814, -0.2509, 0.1769, 0.2017, 0.1732, -0.4782, -0.2506, 0.1750, 0.1762, 0.2012, 0.2207, 0.2328, 0.2175, -0.2361, -0.0521, -0.2107, -0.2070, -0.2120, -0.2185, -0.1555, 0.2058, 0.2155, 0.2151, 0.2145, 0.2085, 0.2031, 0.2340, 0.1925, 0.2264]}

(3)
{"formula": "C12H24CuN6O6", "method": "the ωB97M-V functional and the def2-TZVPD basis", "total_charge": 0, "total_energy_ha": -2891.7325, "e_lumo_ev": [0.188, 0.214], "multiplicity": 2, "gap_ev": [6.24, 6.19], "species": ["O", "H", "Cu", "N", "N", "N", "N", "O", "O", "O", "O", "C", "C", "C", "C", "C", "H", "H", "H", "C", "H", "H", "H", "C", "C", "H", "H", "H", "H", "H", "H", "H", "H", "C", "H", "H", "H", "O", "H", "H", "N", "C", "C", "N", "C", "H", "H", "H", "H"], "xyz": [[-0.806, -0.701, -3.429], [-0.309, -1.064, -4.226], [0.543, 0.197, 0.130], [1.807, -1.072, -0.416], [-0.593, -1.647, -0.002], [1.089, 1.937, 0.128], [-1.176, 1.134, 0.605], [2.992, -0.590, -0.588], [2.319, 2.129, -0.394], [-2.381, 0.549, 0.843], [-1.833, -1.793, 0.386], [0.072, -2.698, -0.498], [1.439, -2.330, -0.816], [0.309, 2.925, 0.525], [-1.007, 2.424, 0.928], [2.424, -3.228, -1.480], [2.201, -3.378, -2.559], [2.446, -4.223, -0.981], [3.395, -2.706, -1.385], [-0.510, -4.060, -0.483], [-1.451, -4.144, -1.025], [-0.712, -4.388, 0.536], [0.172, -4.784, -0.903], [0.884, 4.256, 0.812], [-1.907, 3.127, 1.884], [1.624, 4.454, 0.028], [1.421, 4.176, 1.771], [0.119, 5.040, 0.853], [-2.624, 2.409, 2.313], [-2.456, 3.941, 1.388], [-1.292, 3.543, 2.696], [2.660, 1.196, -0.653], [-2.219, -0.468, 0.656], [-2.496, -0.689, -3.036], [-3.061, -1.609, -3.231], [-2.459, 0.286, -3.658], [-2.715, -0.389, -2.002], [0.541, 0.497, -2.086], [-0.134, -0.274, -2.700], [0.445, 1.457, -2.217], [2.942, 0.333, 3.514], [2.413, -0.947, 3.633], [1.473, -1.037, 2.618], [1.479, 0.117, 1.878], [2.339, 0.950, 2.463], [3.668, 0.751, 4.128], [2.689, -1.672, 4.352], [0.815, -1.849, 2.363], [2.593, 1.974, 2.209]], "forces_ev_per_a": [[-2.93, -2.92, -1.64], [-1.83, 0.17, 1.28], [-4.00, -3.84, -0.89], [0.44, -3.55, -1.70], [1.17, -1.56, -1.24], [-0.20, 3.81, -1.05], [-0.94, 2.73, 0.36], [0.34, 0.19, -0.34], [0.59, 0.67, 0.28], [0.74, 1.57, 0.45], [-0.72, -0.15, 0.18], [-1.22, 2.94, 1.53], [1.49, 2.66, 0.81], [2.42, -2.23, -0.15], [-0.65, -3.48, 0.13], [0.33, -0.06, 0.06], [0.10, 0.04, 0.57], [0.16, 0.56, -0.38], [-0.32, -0.52, -0.14], [0.01, -0.37, -0.16], [-0.11, 0.23, -0.02], [-0.11, 0.15, 0.17], [0.28, -0.17, -0.23], [0.00, 0.35, -0.36], [-0.31, 0.24, -0.19], [-0.17, 0.27, 0.28], [-0.19, 0.31, -0.19], [0.32, -0.10, 0.06], [0.27, 0.31, -0.28], [0.05, -0.11, 0.31], [-0.23, 0.04, -0.24], [-0.41, 0.26, 0.41], [0.28, -0.86, -0.08], [2.23, 2.79, -1.89], [0.76, 0.37, -0.79], [-1.73, -2.15, 0.69], [1.40, -0.40, 0.05], [0.46, 0.68, 0.12], [1.63, 2.52, 1.74], [-0.21, -0.87, -0.34], [0.53, -0.03, 0.77], [-1.12, 0.85, -1.56], [1.32, 0.40, 0.81], [0.90, 0.65, 3.15], [-0.09, -1.11, 0.24], [-0.99, -0.58, -0.89], [0.37, -0.23, 0.61], [0.04, -0.11, -0.06], [-0.16, -0.38, -0.26]], "nbo_charge": [-0.7815, 0.5282, 1.3319, -0.1160, -0.1657, -0.1998, -0.1491, -0.6350, -0.5644, -0.5599, -0.6506, 0.1151, 0.0724, 0.1657, 0.1676, -0.6727, 0.2089, 0.2088, 0.2574, -0.6625, 0.2263, 0.2295, 0.2129, -0.6749, -0.6767, 0.2530, 0.2283, 0.2292, 0.2589, 0.2283, 0.2237, 0.5348, 0.4898, -0.2156, 0.2200, 0.2352, 0.2382, -1.1364, 0.5024, 0.4571, -0.5134, -0.1104, -0.0551, -0.5695, 0.1940, 0.4256, 0.2223, 0.2338, 0.2098]}